# 1
17
Properties=species:S:1:pos:R:3 method="wB97M-V/def2-TZVPD" homo_lumo_gap_ev="6.9993 / 6.9987" e_lumo_ev="-0.1 / -0.1" charge=0
C -0.194 -0.078 0.537
C -1.006 0.843 1.198
C 2.042 -0.004 0.356
C -2.423 0.536 0.655
C -2.261 -0.602 -0.357
C -0.840 -1.013 -0.228
C 2.534 0.817 -0.741
N 2.324 -0.915 1.104
H -3.035 0.288 1.526
H -2.819 1.462 0.019
H -2.982 -1.490 -0.157
H -2.308 -0.192 -1.408
H -0.186 -1.729 -0.793
H 3.624 0.767 -0.635
H 2.007 0.486 -1.658
H 2.249 1.939 -0.733
H 3.272 -1.117 1.314

=====

# 2
54
Properties=species:S:1:pos:R:3 method="wB97M-V/def2-TZVPD" homo_lumo_gap_ev=8.8184 smiles="CC[C@H](C)NC(=O)[C@@H]1c2ccccc2C(=O)N1Cc1cc(OC)ccc1OC" e_lumo_ev=0.5 charge=0
C 4.317 1.110 1.589
C 4.009 1.915 0.332
C 3.383 1.049 -0.765
C 3.146 1.846 -2.047
N 2.131 0.485 -0.299
C 1.876 -0.834 -0.327
O 2.675 -1.677 -0.669
C 0.435 -1.181 0.126
C 0.317 -2.627 0.501
C 0.971 -3.346 1.478
C 0.700 -4.703 1.581
C -0.197 -5.325 0.724
C -0.849 -4.605 -0.264
C -0.578 -3.252 -0.367
C -1.123 -2.241 -1.295
O -1.974 -2.364 -2.153
N -0.488 -1.072 -0.987
C -0.879 0.193 -1.565
C -1.824 0.924 -0.642
C -3.115 0.431 -0.514
C -4.027 1.023 0.350
O -5.307 0.606 0.537
C -5.759 -0.507 -0.200
C -3.621 2.132 1.091
C -2.339 2.628 0.973
C -1.425 2.029 0.114
O -0.121 2.460 -0.040
C 0.237 3.695 0.535
H 3.407 0.683 2.003
H 4.778 1.743 2.344
H 4.998 0.295 1.358
H 4.929 2.354 -0.055
H 3.326 2.732 0.578
H 4.037 0.196 -0.977
H 4.081 2.266 -2.409
H 2.737 1.200 -2.819
H 2.446 2.659 -1.866
H 1.397 1.142 -0.066
H 0.139 -0.507 0.942
H 1.679 -2.871 2.140
H 1.201 -5.287 2.339
H -0.384 -6.384 0.827
H -1.544 -5.073 -0.944
H -1.396 -0.052 -2.497
H 0.003 0.795 -1.789
H -3.380 -0.428 -1.109
H -6.793 -0.662 0.107
H -5.175 -1.404 0.026
H -5.725 -0.316 -1.277
H -4.328 2.596 1.759
H -2.061 3.484 1.567
H 0.250 3.642 1.629
H -0.436 4.495 0.216
H 1.243 3.911 0.176

=====

# 3
112
Properties=species:S:1:pos:R:3 method="wB97M-V/def2-TZVPD" homo_lumo_gap_ev=8.3861 e_lumo_ev=-3.6 charge=+1
C -2.064 1.317 7.017
C -3.352 1.163 6.105
C -2.862 1.165 4.592
C -2.425 -0.327 4.268
C -3.719 -1.122 3.850
C -3.669 -1.772 2.419
C -3.012 -0.873 1.300
C -3.888 -0.907 -0.013
C -3.161 -0.082 -1.165
C -2.055 -1.016 -1.830
C -1.196 -0.291 -2.942
N -1.587 1.144 -2.908
C -1.735 -0.837 -4.354
C -1.361 0.075 -5.575
C -2.086 -0.446 -6.893
O -1.394 -2.206 -4.547
C 0.024 -2.323 -4.600
C 0.782 -1.806 -3.320
C 0.843 -2.935 -2.222
C 2.354 -3.034 -1.734
C 2.530 -4.267 -0.747
C 4.071 -4.622 -0.645
C 4.783 -4.002 0.626
C 5.725 -2.783 0.282
C 4.947 -1.446 0.035
C 5.820 -0.159 0.249
C 5.135 1.154 -0.265
N 0.284 -0.468 -2.805
O 0.759 -0.332 -1.513
C 1.146 1.021 -1.179
C 0.527 1.324 0.252
H -1.144 1.269 6.390
H -2.012 0.550 7.828
H -2.088 2.323 7.496
H -4.040 2.009 6.329
H -3.883 0.214 6.363
H -1.998 1.864 4.509
H -3.703 1.513 3.938
H -1.592 -0.381 3.530
H -2.048 -0.741 5.240
H -4.641 -0.497 3.952
H -3.861 -1.968 4.572
H -3.141 -2.760 2.448
H -4.713 -1.997 2.085
H -2.857 0.193 1.612
H -1.982 -1.287 1.122
H -4.867 -0.420 0.191
H -4.019 -1.937 -0.417
H -2.686 0.785 -0.641
H -3.865 0.259 -1.957
H -2.612 -1.874 -2.287
H -1.467 -1.437 -0.986
H -0.909 1.695 -3.447
H -2.466 1.276 -3.412
H -2.853 -0.805 -4.266
H -0.265 0.064 -5.824
H -1.656 1.139 -5.466
H -2.052 0.413 -7.608
H -3.148 -0.707 -6.693
H -1.532 -1.286 -7.366
H 0.466 -1.899 -5.541
H 0.235 -3.419 -4.659
H 1.842 -1.625 -3.638
H 0.149 -2.795 -1.367
H 0.616 -3.947 -2.644
H 2.578 -2.109 -1.162
H 3.034 -3.182 -2.613
H 2.197 -3.896 0.251
H 1.942 -5.153 -1.093
H 4.583 -4.255 -1.564
H 4.182 -5.734 -0.582
H 3.999 -3.717 1.371
H 5.410 -4.786 1.113
H 6.394 -2.982 -0.588
H 6.385 -2.645 1.173
H 4.038 -1.367 0.680
H 4.597 -1.459 -1.034
H 6.795 -0.335 -0.275
H 6.055 -0.052 1.334
H 4.775 1.071 -1.325
H 5.887 1.977 -0.180
H 4.253 1.453 0.348
H 0.710 0.240 -3.427
H 0.769 1.796 -1.882
H 2.246 1.165 -1.076
H 1.264 1.784 0.942
H 0.271 0.325 0.697
H -0.432 1.883 0.191
C 3.475 2.112 5.982
C 4.298 1.554 5.094
C 3.862 0.413 4.258
O 4.605 -0.101 3.447
C 2.482 -0.084 4.443
C 1.661 0.472 5.329
C 2.093 1.614 6.165
O 1.337 2.119 6.965
H 3.774 2.947 6.602
H 5.311 1.904 4.944
H 2.183 -0.919 3.822
H 0.647 0.121 5.477
C -5.011 5.243 -3.009
C -4.467 6.414 -2.676
C -3.000 6.571 -2.553
O -2.502 7.632 -2.247
C -2.161 5.379 -2.816
C -2.708 4.212 -3.149
C -4.171 4.055 -3.272
O -4.661 2.984 -3.579
H -6.081 5.109 -3.104
H -5.065 7.295 -2.480
H -1.090 5.512 -2.722
H -2.117 3.330 -3.345

=====

# 4
15
Properties=species:S:1:pos:R:3 method="wB97M-V/def2-TZVPD" homo_lumo_gap_ev="7.0116 / 11.0860" spin_multiplicity=2 e_lumo_ev="1.2 / 1.1" charge=0
C -2.240 0.911 1.334
C -3.152 0.044 0.926
H -2.276 1.949 1.033
H -1.410 0.595 1.955
H -3.980 0.374 0.309
H -3.170 -0.996 1.227
C 2.262 -1.031 -0.043
C 1.025 0.613 -1.428
N 2.100 -0.211 -1.213
H 2.206 -2.099 -0.272
H 3.219 -0.846 0.452
H 1.472 -0.782 0.665
H 0.257 0.643 -0.672
H 0.818 0.973 -2.422
H 2.868 -0.136 -1.853

=====

# 5
38
Properties=species:S:1:pos:R:3 method="wB97M-V/def2-TZVPD" homo_lumo_gap_ev=8.5277 smiles=COCCCN(CCCN)Cc1ccco1 e_lumo_ev=0.6 charge=0
C -3.807 -1.236 -0.096
O -2.742 -2.056 -0.819
C -1.784 -2.528 0.021
C -0.909 -1.645 0.640
C -0.346 -0.938 -0.262
N 0.231 0.476 -0.049
C 0.488 1.462 -1.062
C 0.231 2.814 -0.528
C -1.370 3.235 -0.230
N -1.914 2.440 0.824
C 1.301 0.304 0.937
C 2.449 -0.267 0.633
C 2.916 -1.564 0.456
C 4.100 -1.670 -0.108
C 4.468 -0.258 -0.815
O 3.596 0.422 -0.131
H -4.277 -1.559 0.701
H -4.591 -1.020 -1.103
H -3.437 -0.270 0.440
H -1.416 -3.456 -0.599
H -2.482 -3.241 0.857
H -1.485 -1.103 1.164
H -0.307 -2.252 1.330
H -1.031 -0.609 -1.323
H 0.561 -1.388 -0.870
H 1.701 1.510 -1.339
H -0.093 1.246 -1.728
H 0.787 2.956 0.436
H 0.459 3.496 -1.227
H -1.886 2.649 -1.237
H -1.607 4.069 -0.007
H -1.354 2.548 1.646
H -1.488 1.461 0.900
H 1.656 1.270 1.444
H 0.990 -0.153 1.831
H 2.297 -2.550 0.901
H 4.777 -2.428 -0.550
H 5.316 -0.168 -1.078

=====

# 6
57
Properties=species:S:1:pos:R:3 method="wB97M-V/def2-TZVPD" homo_lumo_gap_ev="6.7159 / 6.9430" spin_multiplicity=2 e_lumo_ev="-0.4 / -0.8" charge=0
Ti 0.589 1.186 0.202
O 1.473 -0.365 0.096
C 1.380 -1.468 -0.688
C 2.456 -2.335 -0.752
C 2.369 -3.451 -1.569
C 1.221 -3.681 -2.312
C 0.152 -2.799 -2.229
C 0.209 -1.675 -1.413
C -0.980 -0.744 -1.209
N -0.570 0.684 -1.284
C -1.691 1.636 -1.351
C -1.085 3.001 -1.584
N 0.026 3.117 -0.638
C 0.560 4.255 -0.411
C 1.724 4.465 0.417
C 2.091 5.771 0.773
C 3.204 6.000 1.547
C 3.983 4.911 1.955
C 3.659 3.620 1.600
C 2.516 3.380 0.829
O 2.204 2.141 0.490
H 3.337 -2.125 -0.162
H 3.201 -4.141 -1.625
H 1.150 -4.550 -2.952
H -0.748 -2.997 -2.794
H -2.371 -0.484 0.263
H -2.284 1.657 -0.423
H -2.390 1.394 -2.156
H -1.811 3.805 -1.437
H -0.679 3.060 -2.596
H 0.124 5.142 -0.879
H 1.476 6.598 0.437
H 3.476 7.005 1.836
H 4.862 5.083 2.564
H 4.256 2.775 1.912
N -0.060 -1.974 2.323
C -0.992 -2.786 1.712
C -1.221 -4.082 2.191
C -2.154 -4.904 1.587
C -2.871 -4.461 0.490
C -2.636 -3.182 -0.032
C -3.389 -2.800 -1.206
C -3.097 -1.835 -2.175
C -2.035 -0.977 -2.256
N -1.488 -0.980 0.172
C -1.697 -2.341 0.586
H 0.148 -2.182 3.285
H -0.168 -0.989 2.136
H -0.662 -4.425 3.053
H -2.324 -5.897 1.981
H -3.601 -5.102 0.015
H -4.243 -3.434 -1.415
H -3.775 -1.819 -3.022
H -1.909 -0.415 -3.174
S 1.087 1.660 4.358
C 0.295 1.570 2.986
N -0.292 1.484 1.950

=====

# 7
144
Properties=species:S:1:pos:R:3 method="wB97M-V/def2-TZVPD" homo_lumo_gap_ev="7.0586 / 2.8554" spin_multiplicity=2 e_lumo_ev="-2.6 / -6.8" charge=+1
C -1.037 -5.122 -5.590
C -0.294 -5.826 -4.413
C 0.940 -6.579 -5.082
C 2.258 -6.642 -4.206
C 2.469 -5.294 -3.455
C 1.277 -4.895 -2.580
N 0.125 -4.726 -3.454
O -0.821 -4.071 -2.783
C 1.104 -5.935 -1.562
C 1.622 -3.568 -1.869
C -1.223 -6.832 -3.756
H -1.727 -5.870 -5.980
H -0.360 -4.849 -6.400
H -1.781 -4.365 -5.345
H 0.684 -7.636 -5.163
H 1.131 -6.171 -6.075
H 3.166 -6.927 -4.739
H 2.091 -7.503 -3.560
H 2.748 -4.536 -4.187
H 3.408 -5.365 -2.906
H 0.984 -6.957 -1.922
H 2.035 -6.084 -1.016
H 0.247 -5.784 -0.905
H 0.901 -3.386 -1.072
H 2.553 -3.624 -1.304
H 1.849 -2.814 -2.623
H -1.934 -6.404 -3.049
H -0.655 -7.468 -3.076
H -1.914 -7.405 -4.375
H -0.849 -3.274 -3.319
C 2.413 5.221 4.230
C 1.274 4.908 3.302
C 0.451 3.849 4.193
C -0.966 3.519 3.562
C -1.674 4.863 3.508
C -0.983 5.960 2.618
N 0.423 6.075 3.033
O 1.120 7.022 2.282
C -1.268 5.593 1.128
C -1.839 7.189 2.887
C 1.650 4.229 2.027
H 3.020 4.384 4.575
H 2.063 5.670 5.159
H 2.909 6.130 3.889
H 1.056 2.947 4.102
H 0.305 4.155 5.229
H -1.496 2.918 4.302
H -0.797 2.976 2.632
H -1.672 5.333 4.491
H -2.666 4.656 3.106
H -0.748 4.671 0.868
H -2.329 5.502 0.897
H -0.985 6.355 0.402
H -1.409 8.121 2.519
H -2.832 7.147 2.440
H -1.877 7.304 3.970
H 2.490 3.553 2.186
H 1.979 4.873 1.213
H 0.934 3.540 1.578
H 1.420 7.738 2.847
C 3.823 -0.448 -0.779
C 3.997 0.459 -2.083
C 3.336 1.810 -1.740
C 4.331 2.917 -0.981
C 5.743 2.985 -1.649
C 6.355 1.535 -1.982
N 5.360 0.586 -2.610
O 5.842 -0.601 -3.148
C 7.456 1.892 -3.007
C 7.147 0.945 -0.767
C 3.158 -0.084 -3.241
H 4.164 -0.058 0.180
H 4.202 -1.453 -0.966
H 2.803 -0.759 -0.551
H 2.925 2.252 -2.647
H 2.549 1.831 -0.985
H 4.474 2.792 0.092
H 3.868 3.891 -1.142
H 6.441 3.475 -0.971
H 5.765 3.623 -2.532
H 7.049 1.969 -4.016
H 8.213 2.649 -2.805
H 8.111 1.036 -3.170
H 6.759 1.300 0.188
H 6.907 -0.118 -0.773
H 8.229 1.073 -0.738
H 2.081 0.073 -3.188
H 3.379 -1.139 -3.408
H 3.423 0.266 -4.239
H 6.206 -0.225 -3.953
C -4.578 -1.560 -1.333
C -3.476 -0.456 -1.470
C -4.139 0.927 -1.148
C -3.158 2.101 -0.931
C -2.107 1.606 0.142
C -1.392 0.188 -0.156
N -2.419 -0.831 -0.547
O -1.943 -2.110 -0.633
C -0.313 0.413 -1.135
C -0.778 -0.135 1.282
C -3.071 -0.312 -2.997
H -4.279 -2.221 -0.519
H -4.629 -2.144 -2.252
H -5.517 -1.109 -1.013
H -4.639 1.298 -2.042
H -4.907 0.992 -0.377
H -3.656 3.007 -0.585
H -2.631 2.489 -1.803
H -2.716 1.589 1.046
H -1.487 2.502 0.130
H 0.087 1.411 -0.958
H 0.385 -0.409 -1.294
H -0.659 0.750 -2.112
H -1.605 -0.323 1.968
H -0.033 -0.921 1.409
H -0.187 0.700 1.658
H -2.645 -1.309 -3.106
H -2.242 0.386 -3.112
H -3.904 -0.074 -3.660
H -2.268 -2.538 0.163
C -3.684 -0.508 6.651
C -2.699 0.379 5.850
C -1.426 -0.311 5.196
O -3.429 0.979 4.908
H -4.385 -1.105 6.068
H -4.414 0.054 7.234
H -3.222 -1.269 7.279
H -2.238 1.156 6.460
H -1.432 -1.400 5.162
H -0.557 0.208 5.599
H -1.453 0.014 4.156
H -3.715 0.286 4.308
C -4.952 -3.387 2.278
C -5.441 -1.966 2.258
C -6.470 -1.684 3.255
O -4.334 -1.079 2.449
H -4.067 -3.590 1.674
H -5.694 -4.131 1.986
H -4.593 -3.646 3.274
H -5.810 -1.846 1.239
H -7.013 -0.760 3.059
H -6.151 -1.630 4.295
H -7.255 -2.441 3.231
H -3.718 -1.192 1.721

=====

Number 1: strongest force on any atom 6.1 eV Å⁻¹. Number 2: strongest force on any atom 0.7 eV Å⁻¹. Number 3: strongest force on any atom 3.5 eV Å⁻¹. Number 4: strongest force on any atom 0.4 eV Å⁻¹. Number 5: strongest force on any atom 19.7 eV Å⁻¹. Number 6: strongest force on any atom 0.8 eV Å⁻¹. Number 7: strongest force on any atom 4.8 eV Å⁻¹.